1.
ORCA calculation (the ωB97M-V functional and the def2-TZVPD basis) on an isolated molecule of C5H10O2.

Last column: Löwdin charge in e.
Cartesian coordinates (Å):
C (1.858, 0.894, -0.952)  -0.06
C (0.584, 0.041, -0.566)  -0.15
C (0.261, 0.167, 0.900)  -0.42
O (-0.461, 1.386, 1.027)  -0.02
C (-0.672, -1.032, 0.865)  -0.11
C (-1.159, -0.639, -0.532)  -0.21
O (-2.397, -0.018, -0.373)  -0.02
H (2.508, 0.355, -1.657)  0.06
H (2.458, 0.934, -0.020)  0.07
H (1.784, 1.931, -1.284)  0.06
H (0.915, -0.963, -0.828)  0.10
H (1.099, 0.177, 1.608)  0.14
H (-1.058, 1.310, 1.782)  0.10
H (-0.105, -1.967, 0.856)  0.12
H (-1.446, -1.068, 1.635)  0.12
H (-1.227, -1.422, -1.295)  0.12
H (-2.942, -0.087, -1.166)  0.10

Results
LUMO level = 0.0293 Eh
Structure (SMILES) = C[C@@H]1[C@H](O)C[C@@H]1O
Kohn-Sham gap = 0.3587 Ha



2.
ORCA calculation (the ωB97M-V functional and the def2-TZVPD basis) on an isolated molecule of C5H10O2.

Last column: Löwdin charge in e.
Cartesian coordinates (Å):
O (2.245, 0.440, 0.738)  -0.07
C (1.601, -0.568, 0.004)  -0.24
C (0.107, -0.557, 0.385)  -0.25
C (-0.284, 0.925, 0.469)  -0.14
C (-1.670, 1.006, -0.136)  -0.20
O (-1.775, -0.077, -1.050)  -0.14
C (-0.913, -1.139, -0.654)  -0.15
H (2.981, 0.785, 0.226)  0.10
H (1.647, -0.354, -1.074)  0.13
H (2.074, -1.535, 0.209)  0.12
H (-0.043, -1.083, 1.337)  0.14
H (-0.233, 1.300, 1.491)  0.12
H (0.438, 1.475, -0.114)  0.11
H (-1.798, 1.928, -0.710)  0.12
H (-2.428, 0.943, 0.657)  0.12
H (-0.447, -1.531, -1.570)  0.12
H (-1.502, -1.957, -0.208)  0.12

Results
LUMO level = 0.0323 Eh
Structure (SMILES) = OC[C@H]1CCOC1
Kohn-Sham gap = 0.3833 Ha



3.
ORCA calculation (the ωB97M-V functional and the def2-TZVPD basis) on a structure of composition C5H10O2.

Last column: Löwdin charge in e.
Cartesian coordinates (Å):
C (-0.782, -0.262, 0.915)  -0.18
C (-1.605, -0.717, 1.974)  0.13
C (-2.015, 0.729, -1.906)  0.14
O (2.461, 0.192, -1.114)  -0.20
C (-0.962, 0.574, -0.914)  -0.15
C (-0.520, -0.641, -0.375)  0.03
H (-0.117, 0.552, 1.121)  0.12
H (-1.521, -0.370, 2.977)  0.06
H (-2.181, -1.586, 1.729)  0.05
H (-2.824, 0.062, -1.804)  0.05
H (-1.894, 1.456, -2.698)  0.07
H (3.345, -0.077, -1.365)  -0.01
H (-0.169, 1.360, -0.683)  0.16
H (-0.744, -1.659, -0.800)  0.17
H (3.363, 0.505, 1.885)  0.02
H (2.718, 0.017, 0.017)  -0.07
O (3.445, -0.133, 1.041)  -0.38

Results
LUMO level = -0.1467 Eh
Kohn-Sham gap = 0.1340 Ha



4.
ORCA calculation (the ωB97M-V functional and the def2-TZVPD basis) on a cluster of 2 separate species, C5H10O2 in total.

Last column: Löwdin charge in e.
Cartesian coordinates (Å):
C (-1.536, -0.159, -2.280)  0.01
C (-0.986, -0.065, -1.049)  -0.22
C (-0.344, -1.033, -0.262)  -0.10
C (0.098, -0.761, 0.991)  -0.33
O (-0.460, 0.373, 1.689)  -0.02
C (1.311, -1.411, 1.539)  -0.05
H (-2.136, 0.629, -2.759)  0.05
H (-1.615, -1.126, -2.784)  0.05
H (-1.157, 0.826, -0.560)  0.06
H (-0.060, -1.871, -0.818)  0.10
H (-1.446, 0.445, 1.618)  0.12
H (1.529, -2.401, 1.163)  0.07
H (1.392, -1.450, 2.751)  0.13
H (2.070, -0.635, 1.260)  0.10
H (0.731, 2.954, -0.797)  0.06
H (1.697, 1.918, -1.437)  0.03
O (1.427, 2.288, -0.597)  -0.06

Results
LUMO level = 0.0275 Eh
Structure (SMILES) = C=C/C=C(/C)O.O
Kohn-Sham gap = 0.3198 Ha



5.
ORCA calculation (the ωB97M-V functional and the def2-TZVPD basis) on an isolated molecule of C5H10O2.

Last column: Löwdin charge in e.
Cartesian coordinates (Å):
O (0.599, 2.236, 0.861)  -0.06
C (-0.080, 1.679, -0.250)  -0.25
C (0.367, 0.228, -0.357)  -0.28
C (0.232, -0.494, 0.991)  -0.13
C (-0.018, -1.930, 0.567)  -0.21
O (-0.854, -1.826, -0.573)  -0.13
C (-0.487, -0.655, -1.297)  -0.16
H (0.253, 3.120, 1.027)  0.09
H (-1.174, 1.708, -0.107)  0.13
H (0.151, 2.239, -1.171)  0.12
H (1.415, 0.213, -0.681)  0.15
H (1.102, -0.359, 1.637)  0.12
H (-0.649, -0.112, 1.519)  0.12
H (-0.546, -2.520, 1.322)  0.12
H (0.924, -2.446, 0.319)  0.12
H (-1.414, -0.158, -1.611)  0.12
H (0.064, -0.933, -2.206)  0.12

Results
LUMO level = 0.0325 Eh
Structure (SMILES) = OC[C@H]1CCOC1
Kohn-Sham gap = 0.3858 Ha



6.
ORCA calculation (the ωB97M-V functional and the def2-TZVPD basis) on a cluster of 2 separate species, C5H10O2 in total.

Last column: Löwdin charge in e.
Cartesian coordinates (Å):
O (1.906, 0.104, 1.618)  -0.01
C (2.198, -0.704, 0.773)  -0.16
C (-0.066, -0.852, -1.174)  -0.27
C (-0.850, -1.629, -0.426)  0.02
C (-1.061, 1.130, 0.763)  -0.09
C (-0.560, 1.491, -0.627)  -0.22
O (-0.299, 0.427, -1.561)  -0.11
H (-0.384, 0.447, 1.281)  0.05
H (1.946, -1.777, 0.866)  0.08
H (2.734, -0.415, -0.153)  0.09
H (0.856, -1.246, -1.605)  0.11
H (-0.534, -2.634, -0.165)  0.06
H (-1.796, -1.281, -0.029)  0.06
H (-1.107, 2.052, 1.354)  0.09
H (-2.061, 0.688, 0.749)  0.07
H (0.367, 2.072, -0.527)  0.12
H (-1.289, 2.127, -1.137)  0.12

Results
LUMO level = 0.0287 Eh
Structure (SMILES) = C=COCC.C=O
Kohn-Sham gap = 0.3646 Ha



7.
ORCA calculation (the ωB97M-V functional and the def2-TZVPD basis) on a cluster of 2 separate species, C5H10O2 in total.

Last column: Löwdin spin population.
Cartesian coordinates (Å):
C (0.404, -1.562, -1.632)  0.07
C (0.259, -0.857, -0.347)  0.38
C (0.645, 0.436, -0.011)  0.15
O (0.693, 1.530, -0.938)  0.06
C (0.714, 0.854, 1.366)  0.03
C (0.617, 0.047, 2.463)  0.23
H (-0.557, -1.990, -2.020)  0.02
H (0.919, -2.506, -1.379)  0.03
H (1.099, -1.096, -2.391)  0.00
H (-0.530, -1.446, 0.304)  0.00
H (0.141, 1.259, -1.612)  0.00
H (1.137, 1.836, 1.582)  0.00
H (0.069, -0.960, 2.390)  0.01
H (0.825, 0.243, 3.460)  0.01
H (-1.530, 1.177, 0.000)  0.00
H (-2.775, 1.206, -0.815)  0.00
O (-2.130, 1.830, -0.420)  0.00

Results
LUMO level (spin up / spin down) = -0.2138 / -0.2861 Eh
Spin multiplicity = 2
Kohn-Sham gap (spin up / spin down) = 0.3255 / 0.2744 Ha
Total charge = +1
<S²> = 0.777



8.
ORCA calculation (the ωB97M-V functional and the def2-TZVPD basis) on a cluster of 2 separate species, C5H10O2 in total.

Last column: Löwdin spin population.
Cartesian coordinates (Å):
O (-0.163, 0.381, -2.590)  0.46
C (-0.416, 0.104, -1.476)  0.12
C (-0.657, -1.291, -0.956)  0.10
C (0.245, -1.571, 0.300)  0.02
C (0.837, -0.332, 0.895)  0.05
C (0.689, -0.075, 2.204)  0.17
H (-0.240, 0.854, -0.636)  0.06
H (-0.621, -2.044, -1.737)  0.00
H (-1.713, -1.313, -0.636)  0.00
H (1.082, -2.169, -0.075)  0.00
H (-0.254, -2.200, 1.029)  0.01
H (1.657, 0.156, 0.372)  0.00
H (1.398, 0.479, 2.811)  0.01
H (-0.096, -0.519, 2.805)  0.01
H (-0.436, 3.334, -1.510)  0.00
H (-0.652, 3.443, -0.069)  0.00
O (-0.659, 2.765, -0.730)  0.02

Results
LUMO level (spin up / spin down) = -0.1621 / -0.3233 Eh
Spin multiplicity = 2
Kohn-Sham gap (spin up / spin down) = 0.3791 / 0.1960 Ha
Total charge = +1
<S²> = 0.767



9.
ORCA calculation (the ωB97M-V functional and the def2-TZVPD basis) on a cluster of 2 separate species, C5H10O2Si2 in total.

Last column: Löwdin charge in e.
Cartesian coordinates (Å):
C (1.550, 2.804, -1.576)  -0.04
C (0.976, 1.915, -0.675)  -0.05
C (2.599, 2.189, -2.102)  -0.10
C (1.786, 0.863, -0.661)  -0.40
C (0.463, -0.931, 1.639)  -0.23
O (2.743, 0.965, -1.585)  0.00
O (-1.365, -0.383, -0.950)  -0.57
Si (-2.667, -0.750, -0.186)  0.23
Si (1.393, -0.849, 0.003)  1.08
H (1.196, 3.749, -1.961)  0.13
H (0.220, 2.143, -0.067)  0.09
H (3.390, 2.513, -2.724)  0.13
H (0.523, 0.067, 2.181)  0.08
H (-0.515, -1.165, 1.232)  -0.07
H (0.745, -1.898, 2.030)  0.02
H (-3.788, 0.303, 0.067)  -0.09
H (-3.243, -1.986, -0.754)  -0.10
H (-2.412, -1.038, 1.278)  -0.09
H (2.033, -2.200, -0.334)  0.00

Results
LUMO level = -0.0566 Eh
Kohn-Sham gap = 0.2516 Ha



10.
ORCA calculation (the ωB97M-V functional and the def2-TZVPD basis) on a cluster of 2 separate species, C5H10O3 in total.

Last column: Löwdin charge in e.
Cartesian coordinates (Å):
C (0.502, 2.518, -0.554)  -0.06
C (1.839, 0.582, -0.748)  -0.40
O (0.928, 1.382, -1.310)  -0.08
O (2.191, -0.444, -1.254)  0.08
H (2.271, 0.985, 0.186)  0.15
H (-0.310, 2.972, -1.118)  0.09
H (0.151, 2.208, 0.433)  0.09
H (1.320, 3.236, -0.451)  0.09
C (0.348, -1.731, 0.927)  -0.20
C (-1.196, -0.789, -0.047)  -0.15
C (-2.378, -1.228, 0.378)  0.02
O (0.036, -0.386, 0.895)  -0.18
H (-1.053, -0.089, -0.856)  0.11
H (-0.110, -2.269, 1.767)  0.10
H (-0.217, -2.151, -0.018)  0.12
H (1.420, -1.922, 0.788)  0.09
H (-2.480, -2.022, 1.099)  0.07
H (-3.262, -0.851, -0.114)  0.06

Results
LUMO level = 0.0232 Eh
Structure (SMILES) = C=COC.COC=O
Kohn-Sham gap = 0.3581 Ha



Q: Which ΔE to the lowest compared entry with this formula, charge and spin values were calculated for the entries above? A: 4.135 1.797 10.564 3.142 1.542 3.262 1.873 1.654 4.011 5.018, in eV.
Q: Which maximum force values were calculated for the entries above? A: 0.68 1.17 6.64 4.09 0.45 0.54 6.06 1.82 4.69 5.66, in eV Å⁻¹.